{
  "formula": "C27H63F4GaNO12",
  "method": "ωB97M-V/def2-TZVPD",
  "species": ["C", "C", "O", "N", "C", "Ga", "F", "C", "C", "O", "C", "C", "F", "F", "F", "H", "H", "H", "H", "H", "H", "H", "H", "H", "H", "H", "H", "H", "C", "O", "C", "C", "O", "C", "H", "H", "H", "H", "H", "H", "H", "H", "H", "H", "C", "O", "C", "C", "O", "C", "H", "H", "H", "H", "H", "H", "H", "H", "H", "H", "C", "O", "C", "C", "O", "C", "H", "H", "H", "H", "H", "H", "H", "H", "H", "H", "C", "O", "C", "C", "O", "C", "H", "H", "H", "H", "H", "H", "H", "H", "H", "H", "C", "O", "C", "C", "O", "C", "H", "H", "H", "H", "H", "H", "H", "H", "H", "H"],
  "coordinates": [[-4.5896, 1.7782, 2.2448], [-4.9498, 2.2522, 0.6832], [-3.9882, 2.1482, -0.2389], [-6.3417, 2.8107, 0.4736], [-6.4056, 3.8240, -0.6476], [-7.6990, 1.4316, 0.3317], [-7.7909, 0.3128, 1.9215], [-7.4766, 0.1403, -1.2673], [-6.4193, -1.0952, -1.0193], [-5.6197, -1.2868, -2.2747], [-4.5654, -0.2408, -2.3237], [-3.4268, -0.5231, -3.4958], [-4.0405, -0.2050, -4.8184], [-2.2552, 0.3670, -3.2440], [-3.0822, -1.9718, -3.3979], [-5.5100, 1.2754, 2.7646], [-3.6292, 1.1038, 2.2089], [-4.2973, 2.7524, 2.8504], [-7.4003, 4.4749, -0.5462], [-6.3649, 3.3758, -1.7278], [-5.5189, 4.6104, -0.5446], [-9.1337, 2.1732, 0.1441], [-8.5416, -0.3700, -1.4404], [-7.2263, 0.6819, -2.2866], [-6.9901, -2.1306, -0.8690], [-5.7133, -0.9540, -0.0952], [-5.0070, 0.8603, -2.3843], [-3.9765, -0.3025, -1.2874], [1.3506, 0.8409, -6.2497], [1.6652, -0.5398, -6.3816], [2.8198, -0.9083, -5.6178], [2.4244, -1.6072, -4.3129], [1.7486, -0.7097, -3.4265], [0.3369, -0.8937, -3.4443], [0.3433, 1.0008, -6.6453], [1.3695, 1.1682, -5.2078], [2.0566, 1.4367, -6.8382], [3.4530, -0.0352, -5.4223], [3.3964, -1.6096, -6.2309], [3.3354, -1.9343, -3.8008], [1.8133, -2.4958, -4.5100], [0.0766, -1.7960, -2.8835], [-0.0532, -0.9676, -4.4627], [-0.1271, -0.0318, -2.9573], [1.8333, -5.0907, -2.5671], [3.1475, -4.5652, -2.7064], [3.8148, -4.4323, -1.4458], [4.8060, -5.5780, -1.2168], [4.1285, -6.8300, -1.0704], [4.1714, -7.6099, -2.2608], [1.4802, -5.3936, -3.5572], [1.8076, -5.9619, -1.9088], [1.1657, -4.3136, -2.1798], [3.0902, -4.3669, -0.6259], [4.3704, -3.4886, -1.4777], [5.3424, -5.3951, -0.2798], [5.5470, -5.6266, -2.0233], [5.1654, -8.0518, -2.3753], [3.9273, -7.0180, -3.1467], [3.4377, -8.4153, -2.1695], [-2.3570, 5.0456, 4.1467], [-1.8347, 4.2982, 3.0552], [-1.0331, 5.1021, 2.1816], [0.4615, 4.8805, 2.4359], [0.8459, 5.3613, 3.7278], [0.9720, 4.3103, 4.6799], [-2.7416, 4.3411, 4.8899], [-1.5938, 5.6669, 4.6208], [-3.1838, 5.6745, 3.7995], [-1.2969, 6.1619, 2.2751], [-1.2653, 4.7883, 1.1580], [1.0314, 5.4568, 1.6995], [0.7305, 3.8245, 2.3161], [1.9015, 3.7620, 4.5014], [0.1247, 3.6207, 4.6426], [1.0129, 4.7550, 5.6779], [-0.6476, -3.1249, 0.8815], [-0.3330, -4.5056, 0.7497], [0.8215, -4.8741, 1.5134], [0.4262, -5.5730, 2.8183], [-0.2496, -4.6755, 3.7048], [-1.6614, -4.8595, 3.6870], [-1.6549, -2.9650, 0.4860], [-0.6288, -2.7977, 1.9235], [0.0584, -2.5291, 0.2930], [1.4547, -4.0011, 1.7090], [1.3981, -5.5754, 0.9004], [1.3371, -5.9001, 3.3305], [-0.1850, -6.4616, 2.6213], [-1.9217, -5.7618, 4.2477], [-2.0515, -4.9334, 2.6686], [-2.1254, -3.9976, 4.1739], [6.8054, 3.9283, 3.8538], [5.3849, 3.9870, 3.8163], [4.9071, 5.2344, 3.2987], [4.4696, 5.0998, 1.8366], [5.5851, 4.8251, 0.9832], [5.6696, 3.4482, 0.6309], [7.0998, 2.8877, 4.0186], [7.2549, 4.2715, 2.9193], [7.1765, 4.5335, 4.6879], [5.6631, 6.0197, 3.4142], [4.0366, 5.5164, 3.9011], [4.0456, 6.0546, 1.5084], [3.6941, 4.3328, 1.7251], [4.9125, 3.2144, -0.1231], [5.5397, 2.7954, 1.4980], [6.6591, 3.2639, 0.2038]],
  "atomic_forces_ev_per_a": [[-0.03, 0.62, -0.70], [1.61, 0.01, -2.17], [-4.90, 0.95, 4.45], [4.34, -0.33, -0.17], [0.09, 1.18, -0.35], [-1.34, -1.14, 0.20], [0.42, 0.96, -1.20], [-0.28, -1.60, -0.63], [-0.86, -0.14, -0.53], [1.55, 1.70, 0.85], [0.60, -0.07, 1.34], [-1.93, 0.02, 0.88], [2.75, -1.26, 3.63], [-3.64, -3.18, -1.40], [-0.25, 4.72, -1.06], [1.74, 0.86, -1.14], [-2.06, 1.21, 0.01], [-0.68, -1.90, -1.36], [2.00, -1.69, -0.16], [-0.06, 0.75, 1.88], [-1.71, -1.80, -0.26], [0.36, -0.01, 0.22], [2.20, 1.15, 0.31], [-0.34, -1.11, 2.01], [1.27, 2.31, -0.37], [-1.14, -0.10, -1.76], [1.09, -2.35, -0.22], [-1.00, 0.31, -2.31], [-0.14, -0.13, -0.18], [0.32, 0.23, 0.38], [-0.56, -0.46, -0.06], [0.25, 0.66, 0.14], [0.03, -0.33, -0.48], [0.07, 0.26, 0.24], [0.16, -0.11, 0.02], [0.03, -0.04, -0.01], [0.00, 0.11, 0.06], [-0.11, -0.03, 0.09], [0.00, 0.01, 0.04], [-0.04, -0.07, -0.07], [0.04, 0.13, -0.06], [-0.14, -0.07, -0.05], [0.04, -0.02, 0.04], [0.30, -0.24, -0.07], [-0.09, 0.17, -0.20], [0.12, -0.25, 0.53], [0.30, -0.13, -0.61], [-0.55, 0.01, 0.37], [0.15, 0.21, -0.44], [-0.10, -0.03, 0.22], [0.12, 0.11, 0.09], [0.02, 0.04, 0.04], [-0.08, -0.13, 0.07], [0.06, -0.11, -0.06], [-0.01, -0.03, 0.04], [-0.01, 0.03, -0.03], [-0.15, 0.04, -0.01], [0.03, -0.03, -0.12], [0.03, 0.02, 0.06], [0.10, 0.12, 0.10], [-0.13, -0.25, -0.11], [0.35, 0.54, 0.11], [0.09, -0.71, 0.02], [-0.30, 0.54, 0.14], [-0.11, -0.40, -0.05], [0.04, 0.20, 0.01], [0.03, 0.02, -0.19], [0.03, 0.03, -0.04], [0.02, 0.07, 0.10], [0.11, -0.07, 0.09], [0.02, 0.01, 0.06], [-0.03, -0.02, -0.02], [-0.14, 0.06, 0.05], [0.01, -0.14, 0.05], [0.03, 0.03, -0.06], [0.03, 0.05, -0.17], [-0.17, 0.01, -0.23], [0.39, 0.07, 0.46], [-0.59, -0.43, -0.16], [0.23, 0.64, 0.10], [-0.14, -0.32, -0.40], [0.08, 0.16, 0.12], [0.18, -0.10, 0.00], [0.05, -0.03, -0.01], [-0.02, 0.11, 0.08], [-0.11, -0.03, 0.10], [0.02, -0.02, 0.05], [0.00, -0.01, -0.04], [0.00, 0.14, -0.09], [-0.11, -0.06, -0.04], [0.06, -0.01, 0.03], [0.16, -0.10, -0.03], [-0.18, -0.18, 0.15], [0.29, 0.35, -0.29], [-0.44, -0.51, -0.11], [0.51, 0.35, 0.12], [-0.23, -0.34, 0.29], [0.09, 0.17, -0.09], [-0.14, 0.13, 0.02], [-0.04, 0.04, 0.00], [0.12, 0.02, -0.06], [0.00, -0.10, -0.12], [0.01, 0.01, -0.08], [-0.02, -0.04, 0.05], [0.11, 0.01, 0.10], [-0.02, -0.13, 0.02], [-0.04, 0.05, -0.01], [-0.12, 0.14, 0.02]],
  "mulliken_charge": [-0.6752, 0.3069, -0.6039, 0.0563, -0.6637, 0.6661, -0.6138, -0.6897, -0.1704, -0.4247, -0.1657, 0.7635, -0.2725, -0.2399, -0.2536, 0.3191, 0.2076, 0.0754, 0.2237, 0.2156, 0.2346, -0.4136, 0.2769, 0.2642, 0.2310, 0.1751, 0.0452, 0.1265, -0.7222, -0.3796, -0.6691, -0.0459, -0.4106, -0.7714, 0.2560, 0.3089, 0.3194, 0.3491, 0.3632, 0.1695, 0.2473, 0.2679, 0.3771, 0.3140, -0.6961, -0.3084, -0.0007, -0.6595, -0.3591, -0.7205, 0.2940, 0.4184, 0.1368, -0.0600, 0.3827, 0.3976, 0.3423, 0.3213, 0.3012, 0.2469, -0.8825, -0.2297, -0.7746, -0.3076, -0.3677, -0.7594, 0.2250, 0.4351, 0.3121, 0.3713, 0.4043, 0.3105, 0.3639, 0.3021, 0.3562, 0.2492, -0.7590, -0.3679, -0.0840, -0.7159, -0.3724, -0.7017, 0.2689, 0.3565, 0.2902, 0.3340, 0.1403, 0.3688, 0.3617, 0.3216, 0.2943, 0.2470, -0.7743, -0.3434, -0.5682, -0.3272, -0.4198, -0.7124, 0.2459, 0.3309, 0.3127, 0.3464, 0.3736, 0.3563, 0.2915, 0.3149, 0.3182, 0.2525],
  "lumo_energy_ev": 1.98,
  "charge": -1,
  "orbital_gap_ev": 7.32,
  "homo_ha": -0.1964
}

---

{
  "formula": "C5H37N2O12S",
  "method": "ωB97M-V/def2-TZVPD",
  "species": ["C", "N", "C", "C", "S", "C", "N", "C", "H", "H", "H", "H", "H", "H", "H", "H", "H", "H", "H", "H", "H", "H", "H", "O", "H", "H", "O", "H", "H", "O", "H", "H", "O", "H", "H", "O", "H", "H", "O", "H", "H", "O", "H", "H", "O", "H", "H", "O", "H", "H", "O", "H", "H", "O", "H", "H", "O"],
  "coordinates": [[1.3392, -0.7425, -1.6006], [0.4131, -1.7656, -0.9458], [-0.8986, -1.1662, -0.7420], [-1.5542, -1.1614, -2.1453], [-1.7537, 0.5672, -2.7386], [-1.6921, -2.0740, 0.3209], [-3.1044, -1.8836, 0.5230], [2.6585, -1.3486, -1.1319], [1.2693, -0.5912, -2.6636], [1.2086, 0.3264, -1.1269], [0.3312, -2.6117, -1.5769], [-0.7441, -0.1834, -0.3650], [-0.9648, -1.6914, -2.8952], [-2.5179, -1.6262, -2.2228], [-1.1072, -2.2364, 1.3119], [-1.5490, -3.1595, 0.0069], [-3.6532, -1.8849, -0.4261], [-3.3313, -0.8848, 0.6771], [3.4402, -0.7148, -1.6311], [2.5914, -1.3989, -0.0902], [2.9086, -2.3405, -1.4674], [-2.9137, 1.6065, -1.2656], [-4.1763, 0.9130, -1.0588], [-3.7277, 1.6057, -0.7246], [1.6036, 1.9641, 2.1157], [3.0002, 2.0848, 1.5379], [2.1988, 2.5959, 1.5643], [0.5978, 4.3256, -1.3278], [-0.3442, 3.5318, -2.2561], [0.4600, 3.9222, -2.1297], [-2.0701, -2.0291, 2.9872], [-3.3564, -1.5229, 3.6249], [-2.4460, -1.5523, 3.7707], [1.0592, -4.2223, -0.2709], [2.1958, -4.6738, 0.7372], [1.5613, -4.8727, 0.1068], [-2.7004, 0.8083, 1.9669], [-1.9116, 1.0406, 0.6694], [-2.1650, 0.4006, 1.3564], [2.5209, -2.6619, 1.7363], [3.8772, -2.8713, 1.7362], [3.1339, -3.4407, 1.5873], [4.1200, -0.2993, 1.1966], [2.6157, -0.4267, 1.6896], [3.4116, -0.9083, 1.6094], [-0.0647, 1.9929, 0.8373], [-0.7183, 2.9105, -0.2180], [-0.8668, 2.4917, 0.7818], [-1.0929, 4.3061, 0.9226], [0.4123, 4.3019, 0.9159], [-0.3124, 4.8621, 0.7724], [0.7589, -0.7134, 1.1540], [-0.3491, -0.0355, 2.1044], [0.5795, -0.0229, 1.7908], [3.6298, 2.4921, -1.9475], [2.3329, 2.4777, -1.3571], [3.2818, 2.3090, -1.1344]],
  "atomic_forces_ev_per_a": [[0.24, -0.85, 2.32], [0.32, 0.84, -0.37], [-1.24, -3.29, -0.45], [-0.47, 1.64, 0.09], [0.30, 0.23, -0.52], [1.81, -1.75, -0.47], [-2.74, 1.17, -2.31], [0.93, 1.86, -3.04], [-0.43, -0.20, -0.52], [0.00, -2.20, -0.68], [0.12, 1.49, 0.90], [-0.08, 0.61, 0.03], [0.38, -0.04, 0.29], [-0.71, -0.35, 0.45], [-0.87, 1.19, -1.21], [-0.32, 1.08, -0.35], [1.66, -1.04, 1.82], [0.95, -0.76, 0.67], [0.06, -0.27, 1.27], [0.68, 0.23, 0.82], [-0.58, -0.65, -0.44], [0.08, -0.37, -0.38], [-2.35, -3.61, -1.89], [1.79, 4.14, 2.38], [1.29, 1.53, -1.32], [0.73, -0.08, -0.40], [-2.23, -1.41, 1.72], [-0.35, 1.56, 2.96], [-3.41, -1.56, -0.16], [3.80, -0.09, -2.84], [-0.74, 0.71, 0.91], [-2.25, -0.02, -0.58], [2.90, -0.65, -0.32], [-1.25, 3.07, -0.68], [1.55, 1.66, 1.50], [-0.63, -5.00, -1.17], [-1.87, 1.80, 1.96], [-0.52, 0.22, 0.48], [2.22, -1.73, -1.27], [0.15, -1.89, -0.45], [1.41, -0.18, -0.04], [-1.31, 1.42, 0.92], [-2.04, -1.39, 0.86], [-1.40, 1.36, 0.29], [3.82, 1.22, -0.10], [1.03, -0.95, 0.36], [-0.77, -1.81, 3.60], [-0.14, 1.58, -4.58], [0.62, 0.37, 0.24], [1.52, -1.25, 0.69], [-1.62, 2.42, -0.61], [-0.79, -0.59, -0.55], [0.14, -0.36, -0.70], [0.64, 0.93, 0.96], [2.05, 0.65, -3.35], [0.66, -0.22, 0.73], [-2.71, -0.40, 2.54]],
  "mulliken_charge": [-0.1414, -0.3707, 1.0991, -0.8473, -0.6152, -0.8672, -0.5941, -0.8231, 0.6139, -0.2041, 0.5352, -0.6323, 0.3096, 0.4287, 0.1099, 0.2626, 0.3530, 0.3421, 0.3554, 0.0256, 0.3648, 0.0730, 0.3325, -0.6811, 0.3172, 0.2839, -0.6062, 0.3726, 0.2586, -0.6305, 0.3352, 0.2964, -0.6523, 0.2852, 0.4135, -0.6965, 0.2065, 0.1985, -0.4153, 0.3408, 0.3191, -0.7055, 0.2802, 0.2561, -0.6204, 0.3094, 0.3100, -0.7422, 0.3731, 0.3335, -0.7316, 0.2524, 0.2600, -0.6270, 0.2556, 0.2996, -0.5585],
  "lumo_energy_ev": 2.24,
  "charge": -1,
  "relative_energy_kj_mol": 485.1,
  "orbital_gap_ev": 6.14,
  "homo_ha": -0.1436
}

---

{
  "formula": "C13H26HfINO2P2",
  "method": "ωB97M-V/def2-TZVPD",
  "species": ["C", "I", "H", "H", "H", "Hf", "P", "C", "C", "H", "H", "H", "H", "H", "H", "C", "H", "H", "H", "P", "C", "C", "H", "H", "H", "C", "H", "H", "H", "H", "H", "H", "C", "O", "O", "N", "C", "C", "C", "C", "C", "H", "H", "H", "H", "H"],
  "coordinates": [[-0.4458, 0.2132, -4.5785], [-1.0797, -1.6245, -3.2144], [0.6153, 0.4429, -4.4371], [-1.0705, 1.0060, -4.1347], [-0.7357, -0.1215, -5.5860], [-0.5636, -0.3149, -0.8043], [-0.1518, 2.2532, -1.1670], [-1.6444, 3.2691, -1.3838], [0.5335, 3.0932, 0.3196], [0.7725, 4.1393, 0.0785], [1.1316, 3.8406, -2.4830], [1.4438, 2.5877, 0.6644], [2.0144, 2.3248, -2.2039], [-2.3463, 3.0715, -0.5633], [-0.1955, 3.0771, 1.1395], [1.0333, 2.7536, -2.4357], [-1.3958, 4.3382, -1.3789], [0.7280, 2.3724, -3.4118], [-2.1503, 3.0156, -2.3220], [0.0298, -2.8719, -0.3604], [-1.4715, -3.8735, -0.6141], [1.2006, -3.7481, -1.4373], [1.5238, -2.9007, 1.5392], [0.7530, -4.5001, 1.2431], [-0.1616, -3.1717, 2.0396], [0.5897, -3.4136, 1.2798], [2.2019, -3.3355, -1.3004], [1.2086, -4.8074, -1.1671], [-1.1956, -4.9178, -0.4420], [-1.8603, -3.7648, -1.6309], [0.9354, -3.6466, -2.4895], [-2.2546, -3.5693, 0.0859], [-2.6938, -0.2486, -0.5998], [-3.8719, -0.2584, -0.5239], [0.0689, -0.0739, 1.0449], [0.3645, 0.2881, 2.3477], [-0.6141, 0.8249, 3.1455], [-0.2491, 1.3312, 4.3794], [1.0915, 1.3273, 4.7617], [2.0491, 0.7159, 3.9534], [1.6629, 0.1571, 2.7477], [-1.6561, 0.8413, 2.8161], [-1.0238, 1.7500, 5.0433], [1.4035, 1.8099, 5.6933], [3.0991, 0.6673, 4.2595], [2.3769, -0.3484, 2.0877]],
  "atomic_forces_ev_per_a": [[-0.65, -0.13, 0.60], [0.34, 1.37, -2.20], [-0.25, -0.69, -0.04], [0.08, -0.52, -0.54], [0.10, 0.11, 0.57], [1.39, -0.46, 1.36], [0.21, 2.14, 0.28], [-0.40, -0.18, -0.35], [0.19, -0.53, 0.31], [-0.12, -0.34, -0.03], [-0.08, -0.08, 0.01], [-0.09, 0.20, -0.08], [-0.08, 0.09, -0.01], [0.17, 0.03, -0.15], [0.09, 0.04, -0.21], [0.20, -0.24, -0.35], [0.04, -0.26, -0.06], [0.07, 0.25, 0.03], [0.01, 0.16, 0.12], [0.16, -1.67, 0.05], [-0.18, 0.18, 0.13], [0.32, 0.30, -0.15], [-0.12, -0.25, -0.03], [-0.03, 0.33, 0.11], [0.12, -0.13, -0.09], [-0.01, 0.37, 0.24], [0.05, -0.12, -0.03], [0.00, 0.12, -0.02], [-0.19, 0.05, -0.05], [0.01, -0.21, 0.16], [0.05, -0.12, 0.07], [0.04, -0.15, -0.06], [-6.47, 0.01, 0.56], [5.26, 0.06, -0.31], [-0.23, 0.52, 1.42], [-0.01, -0.07, -0.33], [0.48, -0.21, -0.12], [-0.26, 0.11, 0.16], [0.21, 0.16, 0.22], [-0.03, -0.17, 0.00], [-0.20, 0.31, -0.05], [0.56, -0.14, -0.27], [0.46, -0.25, -0.51], [-0.19, -0.27, -0.29], [-0.44, -0.04, -0.17], [-0.58, 0.29, 0.08]],
  "mulliken_charge": [-0.6712, 0.2499, 0.3396, 0.2100, 0.4516, 0.1838, 0.7220, -1.2253, -1.2685, 0.4961, 0.4280, 0.3319, 0.3981, 0.3908, 0.3366, -1.1531, 0.4372, 0.2872, 0.3741, 0.4132, -1.1598, -1.1548, 0.3285, 0.4735, 0.3611, -1.2123, 0.3989, 0.4269, 0.4268, 0.4007, 0.3695, 0.3482, 0.6009, -0.2300, -0.0912, 0.5063, -0.1058, -0.7011, -0.2039, -0.7341, -0.0361, 0.4844, 0.4328, 0.4481, 0.4406, 0.4499],
  "lumo_energy_ev": [-10.93, -10.99],
  "charge": 3,
  "spin_multiplicity": 2,
  "orbital_gap_ev": [6.63, 7.87],
  "homo_ha": [-0.6453, -0.6930]
}

---

{
  "formula": "C2H7N3",
  "method": "ωB97M-V/def2-TZVPD",
  "species": ["C", "N", "N", "C", "N", "H", "H", "H", "H", "H", "H", "H"],
  "coordinates": [[1.6332, -0.0163, -0.3199], [-1.3145, -0.8027, 0.2044], [-0.3676, -1.4951, 0.8075], [-1.1193, 0.5232, -0.0938], [-1.8515, 1.5120, 0.0922], [-1.7660, -1.3344, -0.5390], [-0.0182, -0.9286, 1.5804], [-1.4579, 2.3846, -0.2567], [0.3880, 0.4807, -0.2906], [1.6394, -0.9533, -0.8667], [2.1579, -0.1350, 0.6186], [2.0766, 0.7649, -0.9364]],
  "atomic_forces_ev_per_a": [[-1.62, 0.77, -0.52], [0.91, -0.48, -0.06], [-0.72, -0.46, 0.28], [-0.84, 1.05, -0.27], [0.09, -0.16, 0.38], [0.05, 0.11, 0.08], [0.08, 0.20, -0.19], [0.01, -0.17, -0.17], [2.10, -1.04, 0.15], [-0.09, -0.02, 0.00], [-0.13, 0.16, 0.20], [0.15, 0.03, 0.11]],
  "mulliken_charge": [-0.9565, 0.1972, -0.6933, 0.1544, -0.5537, 0.2959, 0.2648, 0.2809, 0.1336, 0.2922, 0.2615, 0.3229],
  "lumo_energy_ev": [-0.28, 0.09],
  "charge": 0,
  "relative_energy_kj_mol": 493.0,
  "orbital_gap_ev": [8.03, 7.98],
  "homo_ha": [-0.3053, -0.2902]
}

---

The evaluated max |F| for the records listed, in turn: 6.69 5.17 6.50 2.35 eV/A.
The evaluated DFT total energy for the records listed, in turn: -118318.8782 -44169.3378 -47444.8666 -6652.8460 eV.